1.
{"formula": "C43H92N3O28P5S4", "method": "ωB97M-V with the def2-TZVPD basis set", "energy_ha": -7264.4085, "lumo_energy_ev": 0.18, "total_charge": 0, "orbital_gap_ev": 8.36, "symbols": ["C", "O", "P", "O", "O", "C", "O", "C", "H", "H", "H", "H", "H", "H", "H", "H", "H", "C", "O", "P", "O", "O", "C", "O", "C", "H", "H", "H", "H", "H", "H", "H", "H", "H", "C", "O", "P", "O", "O", "C", "O", "C", "H", "H", "H", "H", "H", "H", "H", "H", "H", "C", "O", "P", "O", "O", "C", "O", "C", "H", "H", "H", "H", "H", "H", "H", "H", "H", "C", "O", "P", "O", "O", "C", "O", "C", "H", "H", "H", "H", "H", "H", "H", "H", "H", "O", "S", "O", "C", "C", "C", "C", "H", "H", "H", "H", "H", "H", "H", "H", "O", "S", "O", "C", "C", "C", "C", "H", "H", "H", "H", "H", "H", "H", "H", "O", "S", "O", "C", "C", "C", "C", "H", "H", "H", "H", "H", "H", "H", "H", "O", "S", "O", "C", "C", "C", "C", "H", "H", "H", "H", "H", "H", "H", "H", "C", "C", "C", "N", "C", "H", "H", "H", "H", "H", "C", "C", "C", "N", "C", "H", "H", "H", "H", "H", "C", "C", "C", "N", "C", "H", "H", "H", "H", "H"], "positions_angstrom": [[-2.4923, 1.8920, -4.0710], [-1.9037, 2.7091, -3.0872], [-2.7096, 4.0510, -2.5394], [-3.3866, 4.7905, -3.6919], [-3.7899, 3.5350, -1.4130], [-4.7088, 4.4135, -0.8804], [-1.6180, 4.8899, -1.6102], [-0.8503, 4.0839, -0.7922], [-2.2967, 0.8959, -3.6739], [-1.9536, 1.9186, -5.0182], [-3.5522, 2.0814, -4.2407], [-4.9574, 5.2187, -1.5718], [-4.2601, 4.9247, -0.0287], [-5.6548, 3.9202, -0.6571], [0.1836, 4.4283, -0.7669], [-0.8329, 3.0524, -1.1443], [-1.1788, 4.0964, 0.2470], [-4.7504, -2.1325, 0.2616], [-4.6391, -3.3281, -0.3545], [-5.1745, -4.7327, 0.2351], [-6.5780, -5.0435, -0.1008], [-4.1384, -5.8918, -0.3075], [-4.4407, -7.2351, -0.2544], [-4.8089, -4.7004, 1.8131], [-4.8040, -5.9623, 2.5645], [-4.0379, -1.4547, -0.2085], [-4.6184, -2.0951, 1.3430], [-5.7419, -1.7521, 0.0159], [-5.4904, -7.4479, -0.4567], [-4.0931, -7.7520, 0.6401], [-3.8519, -7.6611, -1.0667], [-3.8065, -6.3326, 2.8010], [-5.3299, -6.8032, 2.1123], [-5.3418, -5.7590, 3.4906], [0.5600, 2.1149, 4.0125], [1.7040, 1.7248, 4.8665], [2.5918, 0.4237, 4.4912], [2.6075, -0.1711, 3.1380], [4.0562, 0.8749, 4.9952], [4.5394, 2.1392, 4.4610], [2.1727, -0.6256, 5.6547], [2.9464, -1.7588, 6.0250], [-0.3072, 2.3905, 4.6126], [0.2933, 1.3273, 3.3077], [0.8441, 2.9539, 3.3774], [4.9589, 1.8669, 3.4925], [5.2597, 2.6049, 5.1336], [3.7636, 2.8451, 4.1644], [2.3705, -2.6234, 5.6950], [3.0595, -1.8738, 7.1030], [3.8652, -1.9035, 5.4569], [-3.4533, -1.2675, 5.3755], [-3.2540, -1.9882, 4.1650], [-1.7875, -2.0075, 3.4919], [-1.2476, -0.7483, 2.9209], [-0.8670, -2.7179, 4.6659], [-1.4027, -3.9875, 5.1961], [-2.0153, -3.1833, 2.4649], [-1.3500, -3.2154, 1.2539], [-2.6016, -0.6318, 5.6174], [-3.5335, -1.9204, 6.2446], [-4.3084, -0.5917, 5.3837], [-0.6329, -4.7107, 5.4655], [-2.1336, -4.5922, 4.6593], [-1.8030, -3.8227, 6.1965], [-0.5067, -2.5537, 1.0562], [-1.9354, -3.2995, 0.3383], [-0.8453, -4.1719, 1.1175], [8.3588, 2.9758, -0.1876], [7.1932, 2.3992, -0.7319], [6.8867, 0.8325, -0.4195], [8.0549, -0.0497, -0.1336], [5.7960, 0.9884, 0.7912], [5.4895, -0.1243, 1.6151], [5.8817, 0.4243, -1.6351], [4.7584, 1.0357, -2.2337], [8.9316, 3.5545, -0.9123], [9.0255, 2.2804, 0.3223], [7.9382, 3.6567, 0.5525], [5.8728, -1.0479, 1.1814], [4.4229, -0.3485, 1.6150], [5.8347, -0.1391, 2.6489], [4.1884, 1.7270, -1.6129], [4.0872, 0.2224, -2.5097], [5.0046, 1.5242, -3.1765], [3.7074, 0.1513, -8.2281], [2.8567, -0.3875, -7.1849], [2.4694, -1.7723, -7.0602], [3.4955, 0.2813, -5.5597], [2.3589, 1.2995, -5.1097], [1.6119, 1.8330, -6.3478], [1.3281, 0.6122, -7.2148], [4.5258, 0.6354, -5.5921], [3.5378, -0.6249, -4.9555], [1.6952, 0.6916, -4.4948], [2.8168, 2.1082, -4.5402], [2.3337, 2.4878, -6.8360], [0.7223, 2.4374, -6.1705], [1.1182, 0.8523, -8.2571], [0.6069, -0.0952, -6.8053], [0.0545, -1.1004, -4.6487], [1.0290, -1.9892, -3.9426], [2.2452, -1.4681, -3.3392], [0.0163, -2.9548, -2.7640], [0.5418, -4.4334, -2.7690], [0.6112, -4.6914, -4.2927], [1.4574, -3.5387, -4.9076], [-0.9984, -2.8828, -3.1554], [0.0521, -2.4380, -1.8050], [1.5247, -4.5382, -2.3097], [-0.0807, -5.1122, -2.1862], [-0.3700, -4.6747, -4.7671], [1.1195, -5.6237, -4.5389], [1.1216, -3.2943, -5.9154], [2.5432, -3.6344, -4.9002], [1.6718, 6.5527, 0.6036], [2.5492, 5.5261, 1.2049], [1.9700, 4.6588, 2.2590], [3.3426, 4.5389, -0.1765], [4.8875, 4.4305, 0.1862], [5.2174, 5.2613, 1.4365], [4.1690, 6.3242, 1.6978], [3.2673, 5.2020, -1.0383], [2.8462, 3.5951, -0.4024], [5.2331, 3.4142, 0.3754], [5.5160, 4.8528, -0.5979], [6.1697, 5.7845, 1.3495], [5.2540, 4.6398, 2.3311], [4.3437, 7.1294, 0.9842], [4.1672, 6.6651, 2.7330], [-5.1785, 4.1630, 3.6368], [-4.5577, 2.8345, 3.7779], [-4.1558, 2.3860, 5.1218], [-5.7440, 1.6460, 3.0534], [-5.1258, 1.2522, 1.6727], [-3.5800, 1.1485, 2.0107], [-3.2394, 2.5649, 2.4820], [-6.7496, 2.0666, 3.0530], [-5.8076, 0.8772, 3.8235], [-5.5582, 0.3290, 1.2871], [-5.3347, 1.9928, 0.9007], [-3.0425, 0.9644, 1.0804], [-3.3678, 0.3594, 2.7321], [-3.5310, 3.3080, 1.7397], [-2.2308, 2.7340, 2.8591], [2.4781, -4.2671, 0.3721], [1.9898, -4.7001, 1.5725], [1.6223, -3.6066, 2.3198], [1.9529, -2.4444, 1.6086], [2.4365, -2.9009, 0.3477], [2.7533, -4.9845, -0.3869], [2.0547, -5.7093, 1.9518], [1.1968, -3.5644, 3.3116], [1.8370, -1.4779, 1.8780], [2.7479, -2.2068, -0.4190], [1.0303, 0.9798, -1.1197], [-0.1592, 0.4939, -1.6097], [-1.0012, 0.1131, -0.5370], [-0.3538, 0.4416, 0.6197], [0.9242, 0.9342, 0.2616], [1.9210, 1.2751, -1.6543], [-0.3971, 0.3061, -2.6463], [-1.9879, -0.3254, -0.5601], [-0.6796, 0.2920, 1.5640], [1.6550, 1.1167, 1.0356], [-4.6549, 0.6569, -1.8416], [-4.4500, -0.4757, -2.6480], [-5.4546, -0.5270, -3.5513], [-6.2158, 0.6258, -3.3731], [-5.8006, 1.3226, -2.3083], [-3.9237, 0.9998, -1.1245], [-3.6596, -1.2112, -2.6199], [-5.6973, -1.2425, -4.3231], [-6.9602, 0.9188, -3.9896], [-6.3824, 2.2011, -2.0712]], "forces_ev_per_angstrom": [[0.1, -1.3, -0.3], [-0.8, 3.1, 2.0], [-0.9, 0.9, -2.1], [1.8, -1.3, 3.1], [2.3, -1.3, -1.7], [-0.7, 1.9, 0.2], [-2.4, -0.5, -2.9], [1.6, -1.4, 1.4], [-0.6, -0.2, -0.3], [0.1, 0.6, 0.0], [0.1, 0.0, 0.2], [0.0, 0.0, -0.3], [-0.3, -0.2, 0.4], [0.3, -0.2, 0.3], [0.0, 0.2, -0.2], [0.1, -0.1, 0.2], [-0.3, 0.1, 0.0], [-0.8, 3.0, 0.7], [0.8, -4.9, -0.3], [0.0, -1.1, 0.1], [1.0, 0.3, 0.4], [-0.2, 3.6, 0.6], [0.1, -1.8, -1.1], [0.0, -0.6, -0.6], [-0.6, 0.4, 0.3], [0.0, 0.0, 0.2], [0.2, -0.5, 0.1], [-0.1, 0.4, 0.2], [-0.1, 0.1, 0.2], [-0.1, 0.3, 0.3], [-0.2, -0.3, -0.1], [0.2, 0.5, -0.2], [-0.2, 0.5, -0.5], [0.2, 0.1, 0.0], [0.5, 0.0, -0.5], [-0.4, -1.2, -1.4], [0.4, -0.4, 2.1], [-0.6, 0.9, 0.4], [-1.0, 0.8, 0.0], [0.1, -0.6, -1.2], [0.3, 1.5, -0.6], [-0.5, -1.4, -1.0], [0.3, -0.2, 0.3], [0.0, -0.3, 0.4], [0.2, 0.2, 0.4], [0.7, 0.2, 0.1], [-0.1, -0.3, 0.0], [-0.4, 0.0, 0.7], [-0.3, -0.2, 0.2], [0.2, 0.6, -0.1], [0.3, 0.7, 0.3], [0.6, 0.8, 1.3], [0.6, 0.2, -0.8], [0.1, -0.9, 1.1], [-0.4, -1.3, 1.3], [-1.3, -0.4, -1.1], [0.3, -0.2, 1.5], [-0.7, 0.8, 0.7], [1.9, -1.8, -2.9], [0.2, 0.1, -0.2], [-0.2, -0.4, -0.3], [-0.2, -0.3, -0.6], [0.8, 0.5, -0.7], [0.0, 0.9, -0.8], [-0.4, 0.6, -0.1], [-0.5, 0.8, 0.6], [-1.1, 0.9, 0.4], [0.2, -0.4, 0.8], [0.1, 1.0, 1.2], [-0.3, -2.3, -0.7], [-1.4, 0.2, -0.1], [-1.9, 1.3, -0.8], [1.2, 0.5, -0.2], [-0.6, -2.2, -0.4], [2.2, -0.2, 1.1], [-0.7, -0.2, -0.4], [-0.3, -0.2, -0.3], [-0.2, -0.2, -0.2], [0.6, 0.3, 0.3], [0.5, 0.0, -0.1], [-0.1, 0.8, 0.1], [0.3, 0.9, -0.1], [0.4, 0.1, 0.4], [-0.1, -0.1, 0.1], [0.4, 0.2, 0.2], [0.0, -1.0, 0.0], [0.0, 2.7, 0.6], [0.6, -0.2, -0.3], [-1.2, -0.5, -0.4], [0.7, -1.0, 0.0], [0.9, -0.5, 0.0], [0.5, -0.5, -0.1], [-0.3, 0.4, -0.7], [-0.3, 0.3, 0.3], [-0.1, 0.5, 0.2], [-0.2, 0.0, 0.1], [-0.1, 0.1, -0.5], [0.0, -0.2, 0.4], [0.0, -0.2, 0.0], [-0.3, 0.4, 0.1], [2.1, -1.2, 0.9], [-1.8, -1.4, -0.5], [-0.7, 0.0, -0.2], [0.6, -0.2, 0.9], [-0.3, 1.3, -0.8], [1.2, 0.3, 0.2], [-1.0, 1.0, -0.2], [0.0, -0.1, 0.0], [0.1, 0.0, 0.1], [0.1, 0.4, -0.1], [-0.4, 0.1, -0.3], [-0.1, -0.1, 0.2], [-0.2, -0.1, 0.0], [0.3, -0.2, 0.0], [-0.2, -0.1, 0.2], [1.3, -1.5, 0.9], [-1.0, 0.5, -0.4], [1.4, 1.1, -1.5], [1.4, 0.7, 0.7], [-0.5, 0.1, 0.2], [-0.3, 0.0, 1.0], [-0.6, -0.7, -0.5], [-0.3, 0.0, 0.1], [-0.1, 0.1, 0.4], [-0.3, 0.0, -0.3], [-0.4, -0.3, -0.4], [0.1, -0.3, 0.0], [0.2, -0.2, -0.1], [-0.6, 0.3, 0.2], [-0.3, 0.1, -0.2], [1.2, -1.3, 0.1], [-0.9, 1.1, 0.5], [-0.1, 0.3, -1.7], [0.3, 0.1, -0.1], [0.4, -0.6, 1.6], [-1.2, 0.8, -1.5], [-1.0, -0.3, 1.1], [0.3, 0.5, -0.3], [0.4, -0.6, -0.4], [0.1, -0.1, 0.2], [0.2, 0.3, 0.2], [0.2, -0.2, 0.1], [0.0, 0.2, 0.0], [0.3, -0.1, -0.2], [-0.2, 0.0, 0.2], [0.4, 0.1, -1.7], [-0.6, -0.4, 2.4], [0.7, 1.3, 0.1], [0.0, -2.9, -1.9], [-0.3, 1.2, 1.2], [0.3, 0.5, -0.3], [-0.4, 0.0, -0.1], [0.1, 0.2, 0.0], [0.0, -0.1, 0.3], [-0.1, 0.1, 0.1], [0.8, 0.2, 1.8], [-2.4, -1.6, -0.2], [1.1, 0.9, -1.0], [2.1, 0.6, -1.4], [-1.1, -0.3, 0.7], [-0.2, 0.0, -0.1], [0.0, 0.2, 0.0], [0.1, 0.1, 0.1], [0.0, -0.3, -0.1], [-0.1, 0.2, 0.0], [-0.3, 1.1, 0.3], [0.1, -0.5, 0.1], [-0.9, 1.0, -0.9], [-0.7, -1.7, -1.1], [1.4, -0.3, 0.4], [-0.4, 0.2, 0.2], [0.1, 0.1, 0.3], [0.1, 0.2, 0.0], [0.0, -0.2, 0.3], [0.6, 0.1, 0.4]]}

2.
{"formula": "C5H10ClNO", "method": "ωB97M-V with the def2-TZVPD basis set", "energy_ha": -786.6067, "lumo_energy_ev": 1.00, "relative_energy_kcal_mol": 66.3, "total_charge": 0, "orbital_gap_ev": 9.90, "symbols": ["C", "C", "C", "C", "C", "N", "O", "Cl", "H", "H", "H", "H", "H", "H", "H", "H", "H", "H"], "positions_angstrom": [[-2.4365, -0.1396, 0.4112], [0.9912, -1.2770, -1.3402], [0.6693, 0.9544, 1.6002], [1.6104, -0.6836, -0.0840], [1.0529, 0.6805, 0.1838], [-2.3063, 0.7774, -0.4715], [0.7939, 1.4522, -0.7193], [-4.0578, -0.7585, 0.5155], [-0.0862, -0.7009, -1.3938], [1.5746, -1.1870, -2.2800], [0.6844, -2.3018, -1.2236], [0.4224, 2.0091, 1.5761], [-0.1444, 0.1708, 1.7873], [1.4910, 0.5418, 2.2582], [2.7409, -0.6933, -0.3307], [1.5105, -1.2856, 0.8910], [-3.0607, 1.2292, -0.8553], [-1.4494, 1.2118, -0.5251]], "forces_ev_per_angstrom": [[0.7, -1.6, 1.2], [-3.5, 1.3, -0.2], [0.5, -2.1, -0.1], [2.5, -1.3, 0.4], [0.2, -0.2, -0.2], [-0.6, -1.0, 0.9], [0.0, 0.1, 0.2], [-0.3, 0.2, -0.2], [2.6, -1.5, -0.7], [-0.5, 0.3, 0.8], [0.2, -0.6, 0.1], [-0.3, 0.0, 1.1], [0.4, 1.6, -0.1], [-0.7, 1.2, -0.4], [-1.5, 0.6, 0.9], [0.0, 0.5, -1.7], [-2.3, 1.2, -1.6], [2.4, 1.2, -0.4]]}

3.
{"formula": "C9H17AuN2", "method": "ωB97M-V with the def2-TZVPD basis set", "energy_ha": -597.4156, "lumo_energy_ev": [-8.36, -11.49], "relative_energy_kcal_mol": 0.0, "total_charge": 2, "spin_multiplicity": 3, "orbital_gap_ev": [7.30, 4.15], "s2": 2.0233, "symbols": ["C", "C", "H", "H", "H", "H", "Au", "C", "C", "C", "C", "H", "H", "H", "C", "H", "H", "N", "C", "C", "N", "H", "H", "H", "H", "H", "H", "H", "H"], "positions_angstrom": [[-3.5695, 1.9819, 0.2789], [-2.4638, 2.8303, 0.4142], [-3.5980, 0.9654, 0.7086], [-3.8396, 1.8874, -0.7245], [-2.0797, 3.3809, -0.4264], [-1.5378, 2.6648, 1.0024], [0.2212, 0.9799, -2.8254], [0.7002, -2.2670, -2.4806], [0.6071, -1.2278, -3.4314], [2.4090, -0.8533, -1.8925], [1.7379, -2.0248, -1.5599], [0.2410, -1.3520, -4.4512], [2.3417, 0.3159, -3.8486], [3.1209, -0.4001, -1.2550], [1.7840, -0.2148, -3.0615], [1.9160, -2.5985, -0.6594], [0.0343, -3.0867, -2.3757], [-0.6262, -1.2779, 1.7422], [-0.7664, 0.0059, 2.4549], [0.6408, 0.5671, 2.7432], [1.5383, 0.1990, 1.6500], [-0.6144, -1.0657, 0.7736], [-1.4064, -1.8385, 2.0080], [-1.3130, 0.7100, 1.8511], [-1.2363, -0.1467, 3.4349], [0.6135, 1.6584, 2.8132], [0.9457, 0.1273, 3.7328], [2.3274, 0.8340, 1.5896], [1.8720, -0.7545, 1.7944]], "forces_ev_per_angstrom": [[5.0, 0.2, 0.3], [-0.4, -3.2, -0.6], [-0.5, 1.1, 1.0], [-1.7, 0.8, -1.4], [-1.0, 1.0, -0.4], [-1.3, 0.2, 1.0], [-1.5, 1.0, 0.5], [0.5, 0.3, 1.6], [3.5, 2.2, -0.7], [-1.5, -0.1, 0.0], [-0.3, 0.2, -0.4], [-0.3, 0.3, 0.4], [0.0, -0.5, 0.3], [0.9, 0.4, 0.2], [-1.0, -3.0, -1.7], [0.2, -0.2, -0.3], [-0.5, -0.6, -0.2], [-1.1, 2.5, 1.9], [0.2, -2.6, 0.8], [1.5, 0.7, -1.1], [0.0, 0.4, 2.3], [0.5, -0.4, -1.3], [-0.4, -1.1, 0.0], [-0.1, 0.6, -0.4], [-0.2, 0.0, -0.5], [0.0, -0.2, 0.2], [-0.1, 0.1, -0.8], [0.0, 0.2, -0.3], [-0.2, -0.2, -0.6]]}